[1]
Here is a structure of composition C21H30N5NaO2SSe2 from the OMol25 dataset. Energies are from the ωB97M-V functional and the def2-TZVPD basis.

CARTESIAN COORDINATES (ANGSTROEM)
Se1 3.7114 -1.4270 0.4675
Se2 1.8215 3.1867 2.6203
S1 -3.9142 2.3164 -0.9933
Na1 -1.5718 1.5015 0.2184
O1 5.7255 1.0924 0.1947
O2 4.2503 -0.7619 3.6170
N1 0.2427 2.2956 -1.1730
N2 -5.8747 0.7647 -1.8078
N3 -4.2958 -0.4139 -0.6980
N4 -0.9866 -0.3579 1.7107
N5 -3.1215 -0.4003 0.0025
C1 0.5278 -2.6566 2.0215
C2 -6.4971 -0.4480 -2.2897
C3 2.6353 2.9439 -2.4818
C4 0.1727 -0.3347 2.3682
C5 3.1392 0.3880 1.0251
C6 0.9713 -1.4576 2.5439
C7 3.6366 2.6423 2.0235
C8 2.0742 3.7890 -1.5310
C9 3.9635 3.2550 -3.1060
C10 -5.7699 -1.0858 -3.4707
C11 -1.4211 -1.5232 1.2110
C12 3.8931 0.6092 3.4434
C13 1.9574 1.7639 -2.7582
C14 0.7795 1.4863 -2.0848
C15 0.8987 3.4267 -0.8974
C16 4.0321 1.1462 2.0179
C17 -2.7050 -1.5226 0.4566
C18 5.5114 1.0406 1.6026
C19 -3.4202 -2.8309 0.2521
C20 -0.6932 -2.6997 1.3656
C21 -4.6736 0.7700 -1.1318
H1 0.4978 0.6363 2.7375
H2 -2.9296 -3.4219 -0.5270
H3 5.3288 0.2569 -0.1301
H4 3.7967 3.0245 1.0118
H5 6.0675 1.8784 2.0354
H6 2.3653 1.0333 -3.4443
H7 2.8615 0.7877 3.7653
H8 -6.2722 -2.0031 -3.7903
H9 0.2531 0.5580 -2.2788
H10 -4.4417 -2.6375 -0.0620
H11 5.9289 0.1099 1.9976
H12 -5.7324 -0.4008 -4.3207
H13 2.5719 4.7062 -1.2401
H14 1.9377 -1.3752 3.0238
H15 -6.0553 1.6243 -2.2969
H16 4.7531 3.0003 -2.3940
H17 4.0467 4.3170 -3.3464
H18 2.1324 0.3572 1.4330
H19 4.3417 3.1647 2.6773
H20 1.1426 -3.5445 2.0968
H21 0.4890 4.0532 -0.1168
H22 4.1204 2.6734 -4.0151
H23 -6.5398 -1.1578 -1.4636
H24 -7.5259 -0.2014 -2.5681
H25 4.5370 1.1963 4.1122
H26 -3.4130 -3.4248 1.1680
H27 -1.0554 -3.6233 0.9361
H28 -4.7491 -1.3300 -3.1789
H29 4.1381 -1.2084 2.7496
H30 3.0805 0.9930 0.1253

The value obtained for the LUMO energy is 3.73 eV. As for the net charge: -2. The value obtained for the HOMO energy is -0.85 eV.

From a Mulliken analysis of the wavefunction, the atomic charges in e read: -0.54 -0.64 -0.61 0.84 -0.55 -0.61 -0.26 -0.22 -0.62 -0.49 0.03 -0.67 -0.40 1.23 -0.63 -0.69 -0.08 -1.71 -0.60 -1.45 -1.04 0.50 -1.29 -0.66 -0.39 -0.41 2.71 0.37 -1.21 -1.36 -0.42 0.22 0.66 0.27 0.32 0.41 0.41 0.32 0.23 0.33 0.39 0.31 0.36 0.29 0.29 0.44 0.22 0.25 0.37 -0.66 0.41 0.41 0.38 0.38 0.24 0.39 0.54 0.40 0.30 0.26 0.34 0.37

***

[2]
Here is a structure of composition C21H31AsF6NPtSi from the OMol25 dataset. Energies are from the ωB97M-V functional and the def2-TZVPD basis.

CARTESIAN COORDINATES (ANGSTROEM)
Pt1 -0.2179 0.6012 0.1142
As1 1.9285 3.3196 1.1147
Si1 1.5741 -0.9884 0.8183
F1 2.4196 4.2761 2.4096
F2 2.5519 4.2781 -0.1369
F3 1.3043 2.1472 -0.2701
F4 1.1663 2.1273 2.1638
F5 0.3873 4.0730 0.9514
F6 3.3332 2.3277 1.0946
N1 -0.6669 1.1359 -1.9766
C1 -2.7831 3.3675 2.1994
C2 2.7790 -1.5439 -0.7929
C3 -3.0748 1.4278 -1.5378
C4 1.3308 -3.8308 1.4768
C5 -0.7252 -2.8440 0.3561
C6 0.3678 -2.6822 1.3742
C7 -2.0308 0.8430 -2.3076
C8 -3.7885 3.7545 1.2814
C9 2.6617 -0.5263 2.2376
C10 -4.4014 1.1897 -1.9789
C11 -3.6275 -0.2229 -3.7443
C12 -4.6753 0.3645 -3.0473
C13 -3.8390 3.1602 0.0595
C14 3.9273 -2.2685 -0.1373
C15 -1.8118 2.4337 1.8509
C16 -2.8746 2.1722 -0.3189
C17 -0.0986 -2.1249 2.7019
C18 2.0104 -2.3467 -1.8072
C19 -2.3028 0.0320 -3.3807
C20 -1.7920 1.8720 0.5942
C21 3.1284 -0.1348 -1.2462
H1 -2.7497 3.8348 3.1749
H2 1.6500 -4.2025 0.5043
H3 1.7933 -3.3560 -1.4595
H4 2.6325 -2.4491 -2.7034
H5 -0.4913 2.1421 -1.9194
H6 3.6414 -3.1966 0.3551
H7 3.2419 -1.3655 2.6263
H8 3.9068 -0.2419 -2.0131
H9 3.5524 0.4946 -0.4623
H10 -0.3543 -3.1518 -0.6198
H11 -5.6970 0.1740 -3.3422
H12 -1.4021 -3.6303 0.7109
H13 -0.0167 0.7604 -2.6619
H14 -0.6713 -1.1997 2.6024
H15 3.3500 0.2598 1.9169
H16 -4.5002 4.5195 1.5580
H17 2.2902 0.3869 -1.7021
H18 0.7875 -4.6559 1.9590
H19 -3.8307 -0.8649 -4.5907
H20 -4.5918 3.4596 -0.6554
H21 -0.7886 -2.8724 3.1163
H22 2.0770 -0.0899 3.0468
H23 4.4936 -1.6383 0.5446
H24 2.1921 -3.6202 2.1099
H25 -1.3293 -1.9369 0.2516
H26 -5.2183 1.6170 -1.4168
H27 1.0820 -1.8575 -2.1070
H28 0.7002 -1.9962 3.4267
H29 -1.4964 -0.3782 -3.9757
H30 4.6090 -2.5555 -0.9502
H31 -1.0227 2.2209 2.5598

The value obtained for the LUMO energy (alpha / beta) is -6.38 / -9.78 eV. As for the net charge: +2. The value obtained for the HOMO energy (alpha / beta) is -14.91 / -15.63 eV. The spin multiplicity is 6.

From a Mulliken analysis of the wavefunction, the atomic charges in e read: 0.78 2.04 0.13 -0.43 -0.43 -0.61 -0.43 -0.44 -0.44 -0.48 -0.54 1.81 0.81 -1.67 -1.38 1.54 1.00 -0.90 -1.31 -1.02 -0.65 -0.94 -0.90 -1.55 -0.63 1.27 -1.48 -1.51 -0.80 0.37 -1.43 0.44 0.33 0.32 0.51 0.38 0.34 0.48 0.55 0.42 0.27 0.44 0.51 0.29 0.27 0.33 0.45 0.10 0.54 0.44 0.59 0.49 0.35 0.33 0.36 0.26 0.50 0.17 0.36 0.42 0.53 0.41

***

[3]
Here is a structure of composition C21H31AsMoN2OSSi2 in a non-equilibrium geometry from the OMol25 dataset. Energies are from the ωB97M-V functional and the def2-TZVPD basis.

CARTESIAN COORDINATES (ANGSTROEM)
Mo1 0.0016 1.2373 -0.7152
As1 -1.3481 -0.0757 -2.2754
S1 -0.5546 1.1743 1.6077
Si1 -2.0636 -2.2637 -1.5684
Si2 -2.8290 1.6012 -1.4785
O1 1.7423 2.7371 -0.3703
N1 1.3158 -0.1890 -0.1989
N2 2.2754 2.5903 0.8062
C1 0.3966 -0.7205 3.3109
C2 -4.2494 1.7771 -2.7405
C3 3.3684 1.8086 0.9474
C4 1.2347 -1.7741 3.6688
C5 2.2480 -0.0501 -2.4467
C6 -2.7813 -2.1694 0.2001
C7 0.4448 -0.1902 2.0362
C8 1.3245 -0.7160 1.0697
C9 3.1060 -2.2446 0.4958
C10 3.9017 1.5621 2.1876
C11 2.1318 -2.2776 2.7616
C12 2.2183 2.9554 3.1483
C13 -1.6053 3.0959 -1.6516
C14 3.1278 -1.6623 -0.7475
C15 -3.5133 1.6237 0.3094
C16 2.2265 -0.6493 -1.0756
C17 -0.4563 -3.3112 -1.5904
C18 2.1977 -1.7623 1.4557
C19 1.7147 3.1753 1.8887
C20 -3.3294 -2.9169 -2.8386
C21 3.3233 2.1294 3.3191
H1 -3.3428 0.6745 0.8100
H2 0.0426 -3.2267 -2.5534
H3 -2.0055 4.0370 -1.2788
H4 3.1908 -0.2734 -2.9400
H5 1.1776 -2.1911 4.6624
H6 -4.5828 1.8086 0.3190
H7 -0.6730 2.9137 -1.0385
H8 -1.3146 3.2430 -2.6972
H9 -3.8924 1.6336 -3.7577
H10 3.7601 -3.0602 0.7544
H11 4.7641 0.9222 2.2701
H12 -3.0454 2.3938 0.9207
H13 -2.8999 -2.9251 -3.8373
H14 1.4425 -0.4716 -3.0606
H15 3.8348 -1.9912 -1.4908
H16 -3.6508 -3.9254 -2.6017
H17 1.7537 3.4383 3.9905
H18 -4.2113 -2.2832 -2.8666
H19 3.7376 1.9493 4.2956
H20 -0.6602 -4.3628 -1.4178
H21 2.1227 1.0410 -2.4002
H22 -4.7451 2.7410 -2.6867
H23 0.8654 3.8142 1.6896
H24 -4.9917 1.0111 -2.5427
H25 -3.7355 -1.6531 0.1984
H26 -2.9459 -3.1574 0.6142
H27 2.8095 -3.0734 3.0218
H28 -2.1071 -1.6367 0.8670
H29 0.2426 -2.9848 -0.8240
H30 -0.2956 -0.3037 4.0269
H31 3.7864 1.4037 0.0375

The value obtained for the LUMO energy (alpha / beta) is -3.67 / -3.79 eV. As for the net charge: +1. The value obtained for the HOMO energy (alpha / beta) is -10.18 / -10.55 eV. The spin multiplicity is 2.

From a Mulliken analysis of the wavefunction, the atomic charges in e read: -0.55 -0.13 -0.40 0.44 0.53 -0.87 1.91 0.73 -0.85 -1.13 -0.13 -0.82 -1.60 -0.92 1.24 -0.99 -1.24 -0.77 -0.93 -0.76 -1.02 -1.05 -1.23 0.53 -0.87 1.18 -0.22 -1.06 -0.18 0.31 0.32 0.47 0.59 0.45 0.40 0.58 0.34 0.34 0.52 0.44 0.41 0.32 0.20 0.57 0.35 0.44 0.32 0.45 0.46 0.27 0.38 0.49 0.31 0.31 0.44 0.48 0.10 0.09 0.53 0.53

***

[4]
Here is a structure of composition C21H31BN7PbS in a non-equilibrium geometry from the OMol25 dataset. Energies are from the ωB97M-V functional and the def2-TZVPD basis.

CARTESIAN COORDINATES (ANGSTROEM)
Pb1 -8.9065 -10.5977 4.7999
S1 -9.4150 -16.0514 5.1116
N1 -8.4884 -12.5043 7.1066
N2 -10.8416 -11.5373 7.2698
N3 -7.9796 -11.2059 6.9158
N4 -9.4955 -12.7291 3.9600
N5 -11.6168 -13.6324 3.9858
N6 -10.3857 -13.7097 5.9667
N7 -11.1461 -10.8512 6.1049
C1 -10.7382 -15.1103 6.0201
C2 -13.7723 -14.8713 3.5688
C3 -6.4143 -8.7311 6.6573
C4 -5.9454 -9.8993 7.5484
C5 -8.3009 -14.9211 4.4403
C6 -7.4977 -13.2314 7.7085
C7 -10.5512 -13.2532 4.7446
C8 -6.3863 -12.4793 7.9199
C9 -11.9251 -7.3474 5.8497
C10 -8.4442 -13.6783 3.8121
C11 -11.8834 -9.6396 7.8960
C12 -12.4004 -8.7510 5.5124
C13 -11.8097 -9.7161 6.4453
C14 -12.2993 -9.1591 4.0600
C15 -4.4508 -10.2073 7.4498
C16 -6.7420 -11.1639 7.4245
C17 -13.5596 -14.5427 2.0853
C18 -12.5149 -14.6677 4.4066
C19 -12.0953 -15.4060 5.4265
C20 -14.4904 -16.1928 3.9788
C21 -11.2352 -10.8148 8.3285
B1 -9.9821 -12.7897 7.2459
H1 -12.2578 -8.9001 8.5740
H2 -6.1591 -9.5374 8.5644
H3 -13.9071 -17.0551 3.6953
H4 -7.5161 -14.2888 7.9515
H5 -11.0985 -11.1943 9.3363
H6 -3.8130 -9.3303 7.5841
H7 -7.7270 -13.3754 3.0059
H8 -12.4914 -6.6098 5.2639
H9 -5.8653 -7.8054 6.9437
H10 -13.1710 -8.7540 3.5720
H11 -10.5433 -15.4226 7.0455
H12 -5.4437 -12.7651 8.3453
H13 -11.9824 -7.1243 6.9133
H14 -10.1809 -13.3882 8.3029
H15 -12.7038 -15.0913 1.7149
H16 -7.2773 -15.2824 4.3050
H17 -14.3879 -14.9360 1.5214
H18 -4.2635 -10.6849 6.4567
H19 -7.4587 -8.4905 6.8153
H20 -13.4574 -8.7421 5.7436
H21 -12.6092 -16.3323 5.8173
H22 -14.4374 -14.0860 3.9796
H23 -15.5007 -16.2827 3.5168
H24 -10.8337 -7.2006 5.5959
H25 -13.4763 -13.4570 1.9704
H26 -6.1888 -8.9196 5.5625
H27 -12.2448 -10.2467 4.0221
H28 -11.6959 -13.2979 3.0145
H29 -11.3693 -8.7304 3.6339
H30 -14.6343 -16.1963 5.0692
H31 -4.2064 -10.9433 8.2308

The value obtained for the LUMO energy is -3.30 eV. As for the net charge: +1. The value obtained for the HOMO energy is -10.01 eV.

From a Mulliken analysis of the wavefunction, the atomic charges in e read: 1.22 -0.29 1.75 0.29 -0.82 -0.84 0.35 0.14 -0.31 -0.03 0.97 -1.34 1.08 -0.51 -0.62 0.12 -0.96 -1.34 -0.37 -1.28 1.05 -0.19 -1.25 -1.38 -0.04 -1.45 0.21 -0.99 -1.60 -0.27 -0.94 0.46 0.14 0.38 0.49 0.51 0.39 0.39 0.38 0.41 0.45 0.74 0.43 0.39 -0.13 0.38 0.43 0.42 0.34 0.31 0.28 0.29 0.17 0.39 0.25 0.30 0.20 0.21 0.40 0.16 0.36 0.30